C23H29Si | wB97M-V/def2-TZVPD

Frontier orbital gap = 6.926 eV
LUMO level = -5.01 eV
Charge = +1

Each line ends with the natural charge from an NBO analysis.
Element x y z (Å)
1 C 2.250 4.027 1.284  -1.1165
2 Si 2.377 2.213 0.775  1.6541
3 C 1.867 2.037 -1.016  -1.1292
4 C 4.162 1.639 1.033  -1.1101
5 C 1.249 1.103 1.845  -0.9255
6 C 0.046 0.592 1.053  0.3993
7 C 0.029 -0.647 0.322  -0.6104
8 C -1.188 1.391 1.114  -0.2172
9 C -1.248 2.709 1.665  -0.1197
10 C -2.365 3.518 1.448  -0.2198
11 C -3.494 3.017 0.791  -0.1203
12 C -3.494 1.684 0.357  -0.2367
13 C -2.375 0.889 0.537  -0.0639
14 H 2.611 4.180 2.313  0.2474
15 H 2.861 4.654 0.614  0.2605
16 H 1.209 4.379 1.221  0.2359
17 H 1.732 0.981 -1.285  0.2289
18 H 0.906 2.544 -1.171  0.2462
19 H 2.603 2.483 -1.698  0.2606
20 H 4.219 0.541 0.966  0.2364
21 H 4.826 2.068 0.266  0.2551
22 H 4.535 1.951 2.023  0.2498
23 H 1.922 0.327 2.227  0.2808
24 H 1.027 1.729 2.727  0.2735
25 H -0.865 -1.287 0.722  0.3246
26 H 0.952 -1.241 0.441  0.2364
27 H -0.424 3.096 2.265  0.2248
28 H -2.367 4.527 1.843  0.2369
29 H -4.382 3.630 0.663  0.2370
30 H -4.382 1.243 -0.087  0.2329
31 H -2.430 -0.164 0.229  0.2103
32 C 1.308 -2.174 -1.758  -0.4514
33 C 1.463 -1.601 -3.179  -0.4569
34 C 0.116 -0.976 -3.447  -0.0763
35 C -0.759 -1.112 -2.417  -0.2855
36 C -0.139 -1.774 -1.262  0.1820
37 C -0.935 -2.933 -0.719  -0.1316
38 C -2.355 -2.905 -0.729  -0.2023
39 C -3.085 -3.590 0.246  -0.2069
40 C -2.436 -4.436 1.148  -0.1902
41 C -1.054 -4.633 1.037  -0.2204
42 C -0.316 -3.942 0.071  -0.1382
43 H 1.487 -3.259 -1.893  0.2449
44 H 2.052 -1.772 -1.050  0.2199
45 H 2.293 -0.878 -3.251  0.2305
46 H 1.726 -2.394 -3.915  0.2413
47 H -0.079 -0.453 -4.371  0.2269
48 H -1.825 -0.910 -2.499  0.2312
49 H -2.890 -2.263 -1.433  0.2156
50 H -4.166 -3.442 0.295  0.2296
51 H -3.004 -4.947 1.923  0.2318
52 H -0.535 -5.315 1.715  0.2311
53 H 0.766 -4.104 -0.001  0.2126

***

C56H123N6O2 | wB97M-V/def2-TZVPD

Frontier orbital gap = 9.059 eV
LUMO level = -9.23 eV
Charge = +5

Each line ends with the Löwdin charge.
Element x y z (Å)
1 C -2.862 -4.097 4.049  -0.0803
2 C -3.829 -4.771 3.095  -0.2652
3 C -4.396 -3.872 2.046  -0.2148
4 C -5.232 -4.615 1.034  -0.0955
5 N -5.569 -3.945 -0.338  -0.1973
6 C -6.538 -2.730 -0.156  -0.0604
7 C -6.123 -1.815 -1.311  -0.1705
8 C -4.597 -1.847 -1.396  -0.1252
9 C -4.347 -3.409 -1.225  -0.0480
10 C -6.427 -4.912 -1.197  0.0368
11 H -1.812 -4.219 3.783  0.0499
12 H -3.022 -4.549 5.028  0.0948
13 H -3.099 -3.033 4.058  0.0663
14 H -4.646 -5.169 3.696  0.1286
15 H -3.290 -5.573 2.591  0.1213
16 H -3.472 -3.554 1.562  0.1020
17 H -4.937 -3.085 2.571  0.1220
18 H -6.157 -5.018 1.445  0.1491
19 H -4.749 -5.555 0.767  0.1329
20 H -7.592 -3.008 -0.136  0.1437
21 H -6.151 -2.189 0.707  0.1125
22 H -6.598 -2.005 -2.273  0.1255
23 H -6.433 -0.772 -1.237  0.1205
24 H -4.043 -1.432 -2.239  0.1094
25 H -4.182 -1.478 -0.458  0.0828
26 H -4.470 -3.943 -2.167  0.1155
27 H -3.377 -3.638 -0.784  0.1076
28 H -5.960 -5.895 -1.137  0.1109
29 H -6.480 -4.606 -2.242  0.1127
30 H -7.393 -4.972 -0.697  0.1096
31 C -0.114 5.117 4.209  -0.1194
32 C -1.232 4.907 5.124  -0.2374
33 C -1.984 3.518 5.125  -0.1107
34 C -2.464 3.065 3.654  -0.1296
35 N -3.469 2.002 3.511  -0.2484
36 C -3.596 1.610 2.047  -0.1314
37 C -4.915 1.051 1.778  -0.1731
38 C -5.786 1.407 2.973  -0.1252
39 C -4.928 2.338 3.872  -0.0424
40 C -2.942 0.791 4.334  0.0626
41 H -0.209 4.557 3.279  0.0372
42 H 0.860 4.810 4.590  0.0880
43 H -0.039 6.160 3.901  0.0909
44 H -1.986 5.630 4.812  0.1123
45 H -0.934 5.125 6.149  0.1249
46 H -2.774 3.412 5.870  0.1102
47 H -1.362 2.696 5.479  0.1015
48 H -1.588 2.743 3.090  0.1095
49 H -2.981 3.865 3.123  0.1301
50 H -2.711 1.010 1.835  0.1142
51 H -3.523 2.546 1.494  0.1359
52 H -4.788 -0.026 1.672  0.0986
53 H -5.399 1.537 0.930  0.1294
54 H -5.951 0.483 3.527  0.1193
55 H -6.620 2.030 2.650  0.1307
56 H -5.148 2.223 4.933  0.1469
57 H -5.187 3.258 3.349  0.1399
58 H -3.503 -0.068 3.968  0.0946
59 H -3.284 0.890 5.364  0.1139
60 H -1.874 0.639 4.174  0.1017
61 C 0.729 -3.919 5.355  -0.0889
62 C 0.829 -2.946 4.162  -0.2258
63 C 1.305 -3.582 2.812  -0.1550
64 C 2.827 -3.740 2.687  -0.0963
65 N 3.203 -4.808 1.648  -0.2224
66 C 4.726 -4.745 1.468  -0.0937
67 C 5.015 -5.271 0.054  -0.1160
68 C 3.788 -4.916 -0.857  -0.1157
69 C 2.773 -4.406 0.197  -0.1010
70 C 2.714 -6.201 2.015  0.0479
71 H 1.621 -4.546 5.348  0.0664
72 H -0.075 -4.655 5.350  0.0650
73 H 0.696 -3.470 6.347  0.0870
74 H 1.461 -2.134 4.521  0.1125
75 H -0.185 -2.582 3.996  0.0720
76 H 1.040 -2.886 2.016  0.0885
77 H 0.702 -4.486 2.721  0.1120
78 H 3.315 -4.202 3.545  0.1354
79 H 3.423 -2.838 2.550  0.1150
80 H 5.106 -5.420 2.235  0.1448
81 H 5.197 -3.774 1.622  0.1145
82 H 4.987 -6.359 0.110  0.1137
83 H 6.026 -5.032 -0.274  0.1247
84 H 3.319 -5.829 -1.224  0.1123
85 H 3.950 -4.243 -1.699  0.1108
86 H 1.759 -4.742 -0.022  0.1234
87 H 2.796 -3.322 0.089  0.1089
88 H 1.691 -6.169 1.639  0.0909
89 H 2.706 -6.514 3.059  0.1281
90 H 3.019 -7.003 1.344  0.1193
91 C 4.410 0.099 -7.707  -0.0779
92 C 2.829 0.105 -7.536  -0.2322
93 C 2.477 -0.342 -6.104  -0.1623
94 C 0.898 -0.649 -5.964  -0.0736
95 N 0.497 -0.773 -4.493  -0.2365
96 C 1.144 -2.006 -3.871  -0.1120
97 C 0.169 -2.717 -2.999  -0.1627
98 C -1.132 -1.948 -2.939  -0.1309
99 C -1.006 -1.127 -4.245  -0.0617
100 C 0.778 0.506 -3.678  0.0370
101 H 4.936 0.691 -6.958  0.0732
102 H 4.604 0.360 -8.748  0.0832
103 H 4.725 -0.938 -7.594  0.0696
104 H 2.365 -0.493 -8.319  0.1150
105 H 2.538 1.102 -7.867  0.1056
106 H 2.912 0.204 -5.268  0.0958
107 H 2.960 -1.306 -5.944  0.1034
108 H 0.517 -1.524 -6.490  0.1398
109 H 0.355 0.191 -6.395  0.1310
110 H 2.022 -1.737 -3.284  0.1347
111 H 1.380 -2.540 -4.791  0.1324
112 H 0.667 -2.905 -2.048  0.1082
113 H 0.125 -3.681 -3.505  0.1313
114 H -1.173 -1.285 -2.075  0.0976
115 H -1.966 -2.645 -2.857  0.1062
116 H -1.515 -0.163 -4.283  0.1311
117 H -1.359 -1.774 -5.048  0.1412
118 H 0.357 1.315 -4.274  0.1098
119 H 1.858 0.656 -3.692  0.0782
120 H 0.433 0.429 -2.647  0.0910
121 C 0.089 3.785 0.537  -0.1141
122 C -0.066 3.251 -0.887  -0.2404
123 C 0.001 4.489 -1.720  -0.2064
124 C -1.229 5.440 -1.521  -0.0322
125 N -1.159 6.646 -2.591  -0.2348
126 C -2.037 7.773 -2.139  -0.1240
127 C -2.406 8.569 -3.403  -0.1487
128 C -2.260 7.639 -4.575  -0.1356
129 C -1.851 6.295 -3.941  -0.0596
130 C 0.298 7.233 -2.761  0.0556
131 H -0.651 4.548 0.774  0.0614
132 H 0.949 4.364 0.875  0.0784
133 H 0.070 3.103 1.387  0.0579
134 H -1.051 2.786 -0.926  0.1133
135 H 0.678 2.497 -1.146  0.0751
136 H 0.049 4.089 -2.733  0.1122
137 H 0.922 5.019 -1.478  0.1057
138 H -1.257 6.010 -0.592  0.1199
139 H -2.178 4.942 -1.719  0.1273
140 H -1.595 8.198 -1.238  0.1413
141 H -2.989 7.371 -1.795  0.1348
142 H -1.727 9.411 -3.543  0.1214
143 H -3.373 9.072 -3.421  0.1338
144 H -1.536 8.075 -5.263  0.1261
145 H -3.216 7.576 -5.096  0.1313
146 H -1.176 5.649 -4.501  0.1305
147 H -2.681 5.753 -3.489  0.1219
148 H 0.351 8.033 -3.499  0.1101
149 H 0.906 6.485 -3.269  0.0935
150 H 0.726 7.559 -1.813  0.1152
151 C 8.810 -1.544 1.006  -0.0948
152 C 7.483 -1.390 0.250  -0.2564
153 C 6.299 -0.781 1.033  -0.1438
154 C 5.190 -0.368 0.006  -0.0795
155 N 4.090 0.642 0.493  -0.2047
156 C 3.387 1.470 -0.598  -0.1171
157 C 3.736 2.899 -0.435  -0.1783
158 C 3.758 3.074 1.070  -0.1000
159 C 4.637 1.788 1.396  -0.0698
160 C 3.051 -0.026 1.445  0.0277
161 H 8.863 -2.339 1.750  0.0791
162 H 9.227 -0.590 1.326  0.0838
163 H 9.653 -1.769 0.353  0.0842
164 H 7.339 -2.294 -0.343  0.1046
165 H 7.787 -0.745 -0.575  0.1070
166 H 6.594 0.125 1.562  0.1116
167 H 5.956 -1.560 1.713  0.0948
168 H 4.592 -1.072 -0.571  0.1202
169 H 5.698 0.164 -0.799  0.1225
170 H 2.321 1.242 -0.611  0.0971
171 H 3.748 1.182 -1.585  0.1251
172 H 3.047 3.614 -0.883  0.1131
173 H 4.689 3.231 -0.848  0.1347
174 H 2.764 2.925 1.492  0.0969
175 H 4.099 4.062 1.379  0.1345
176 H 4.940 1.540 2.413  0.1378
177 H 5.603 1.826 0.892  0.1179
178 H 2.253 0.713 1.511  0.0726
179 H 3.522 -0.274 2.396  0.1090
180 H 2.593 -0.820 0.855  0.0803
181 C -1.317 -1.335 1.277  -0.0611
182 C -0.297 -0.313 1.291  -0.7979
183 O 0.181 -0.011 0.118  -0.1186
184 O 0.008 0.145 2.378  -0.0053
185 H -1.213 -2.226 0.658  0.0704
186 H -2.302 -0.951 1.012  0.0575
187 H -1.438 -1.876 2.215  0.0586

***

C31H35AsN3OPPtS2 | wB97M-V/def2-TZVPD

Frontier orbital gap = 7.379 eV
LUMO level = 0.23 eV

Each line ends with the Löwdin charge.
Element x y z (Å)
1 Pt -0.672 0.339 0.657  0.5505
2 S -0.257 -0.611 2.737  0.5524
3 C 1.334 -0.074 3.287  -0.6784
4 C 1.658 -0.242 4.636  -0.1203
5 C 2.874 0.208 5.121  -0.0868
6 C 3.803 0.813 4.280  -0.0922
7 C 3.508 0.949 2.933  -0.0999
8 C 2.284 0.506 2.449  -0.4292
9 As 1.732 0.449 0.624  1.2160
10 C 2.093 -1.437 0.257  -0.3680
11 C 2.911 -2.181 1.097  -0.0864
12 C 3.105 -3.537 0.860  -0.0786
13 C 2.487 -4.152 -0.217  -0.0888
14 C 1.678 -3.406 -1.065  -0.0774
15 C 1.477 -2.053 -0.832  -0.1221
16 C 3.123 1.338 -0.378  -0.3765
17 C 3.432 2.665 -0.090  -0.1380
18 C 4.456 3.301 -0.771  -0.0857
19 C 5.165 2.619 -1.754  -0.0874
20 C 4.851 1.301 -2.045  -0.0751
21 C 3.832 0.654 -1.353  -0.0854
22 H 0.942 -0.709 5.302  0.0997
23 H 3.100 0.089 6.174  0.1026
24 H 4.749 1.162 4.670  0.0991
25 H 4.231 1.385 2.253  0.0993
26 H 3.392 -1.715 1.948  0.1022
27 H 3.740 -4.111 1.524  0.1025
28 H 2.634 -5.209 -0.397  0.1002
29 H 1.197 -3.880 -1.912  0.1033
30 H 0.861 -1.466 -1.502  0.0606
31 H 2.865 3.205 0.658  0.1098
32 H 4.698 4.330 -0.540  0.1029
33 H 5.961 3.118 -2.291  0.1011
34 H 5.398 0.768 -2.812  0.1036
35 H 3.592 -0.375 -1.586  0.0996
36 C 0.327 0.356 -4.210  -0.1651
37 O 0.584 0.193 -2.835  -0.2110
38 H 0.869 1.210 -4.630  0.0772
39 H -0.741 0.502 -4.412  0.0688
40 H 0.651 -0.541 -4.742  0.0748
41 C -2.296 -1.124 -1.774  -0.2373
42 P -2.590 -0.785 -0.010  0.7600
43 C -4.200 0.052 -0.016  -0.2523
44 C -2.980 -2.451 0.627  -0.3503
45 C -2.100 -3.127 1.466  -0.1124
46 C -2.380 -4.422 1.885  -0.0721
47 C -3.534 -5.059 1.463  -0.0853
48 C -4.408 -4.403 0.605  -0.0840
49 C -4.131 -3.112 0.188  -0.0984
50 H -3.217 -1.437 -2.270  0.0524
51 H -1.555 -1.920 -1.850  0.0457
52 H -1.887 -0.231 -2.247  0.0203
53 H -4.984 -0.615 -0.370  0.0331
54 H -4.129 0.918 -0.668  0.0142
55 H -4.436 0.404 0.987  0.0551
56 H -1.183 -2.653 1.783  0.0015
57 H -1.686 -4.930 2.542  0.1070
58 H -3.753 -6.067 1.792  0.1028
59 H -5.306 -4.899 0.258  0.1029
60 H -4.820 -2.627 -0.492  0.0909
61 C -5.040 4.064 -1.175  -0.0961
62 C -3.919 4.450 -0.210  -0.2448
63 C -2.649 3.704 -0.485  -0.6400
64 N -2.435 2.505 -0.100  -0.0231
65 N -1.219 1.996 -0.493  -0.2487
66 C -0.459 2.862 -1.211  -0.7618
67 N 0.734 2.620 -1.645  0.0156
68 S -1.340 4.375 -1.415  1.0586
69 H -5.930 4.669 -0.996  0.0716
70 H -5.309 3.016 -1.048  0.0609
71 H -4.731 4.211 -2.211  0.0757
72 H -4.215 4.241 0.819  0.1123
73 H -3.725 5.522 -0.275  0.0995
74 H 0.747 1.081 -2.427  -0.0029
75 H 1.143 3.411 -2.125  0.0557

***

BrIS | wB97M-V/def2-TZVPD

Frontier orbital gap = 4.966 eV
LUMO level = -4.04 eV

Each line ends with the natural charge from an NBO analysis.
Element x y z (Å)
1 S 0.939 -1.014 -0.001  0.0765
2 Br 1.497 0.925 0.000  0.1061
3 I -2.437 0.089 0.001  -0.1826

***

> Look up the frontier orbital gap of the third one.

7.379 eV